(1)
The following is a DFT calculation (wB97M-V/def2-TZVPD) of C3H3FNaO2 as an isolated structure.

Structure (ORCA input):
```
! wB97M-V def2-TZVPD RIJCOSX def2/J DEFGRID3
* xyz 0 2
H -2.666 3.980 0.097
O -2.278 0.484 0.182
C -2.571 2.913 0.152
C -2.595 1.688 0.288
Na -1.079 -1.597 0.135
C 2.438 -1.067 -0.242
O 1.412 -1.841 0.186
F 3.474 -1.790 -0.697
H 2.145 -0.259 -0.917
H 1.719 -2.510 0.815
*
```

## Properties
Kohn-Sham gap (alpha / beta): 4.93 / 4.88 eV
relative energy (zero: lowest compared OMol25 entry of this formula, charge and spin): 17.1 kcal/mol
E: -14384.3237 eV
HOMO (alpha / beta): -6.23 / -6.23 eV
<S²>: 0.7521

=====

(2)
The following is a DFT calculation (wB97M-V/def2-TZVPD) of one molecule with the formula C3H3FO.

Structure (ORCA input):
```
! wB97M-V def2-TZVPD RIJCOSX def2/J DEFGRID3
* xyz 0 1
O 2.054 -0.469 -0.057
C 0.852 -0.321 0.075
C -0.502 -0.622 -0.429
C -0.197 0.547 0.610
F -0.019 1.866 -0.080
H -0.709 -0.209 -1.520
H -0.995 -1.491 -0.187
H -0.484 0.699 1.589
*
```

## Properties
Kohn-Sham gap: 9.94 eV
relative energy (zero: lowest compared OMol25 entry of this formula, charge and spin): 39.5 kcal/mol
SMILES: O=C1C[C@@H]1F
E: -7921.5819 eV
HOMO: -9.93 eV

=====

(3)
The following is a DFT calculation (wB97M-V/def2-TZVPD) of one molecule with the formula C3H3FO2.

Structure (ORCA input):
```
! wB97M-V def2-TZVPD RIJCOSX def2/J DEFGRID3
* xyz 0 1
O -2.412 -0.911 -0.132
C -1.905 0.167 -0.034
O -0.618 0.531 0.039
C 0.472 -0.333 0.111
C 1.679 0.171 -0.059
F 2.855 -0.521 -0.085
H -2.465 1.159 -0.021
H 0.336 -1.474 0.455
H 2.057 1.211 -0.273
*
```

## Properties
Kohn-Sham gap: 10.92 eV
relative energy (zero: lowest compared OMol25 entry of this formula, charge and spin): 30.2 kcal/mol
SMILES: O=CO/C=C/F
E: -9970.2522 eV
HOMO: -10.00 eV

=====

(4)
The following is a DFT calculation (wB97M-V/def2-TZVPD) of a 2-piece molecular cluster, C3H3FO2 overall.

Structure (ORCA input):
```
! wB97M-V def2-TZVPD RIJCOSX def2/J DEFGRID3
* xyz 0 3
C 2.289 -0.051 0.901
C 2.137 -0.209 -0.282
C -2.025 0.026 0.102
O -2.436 -0.448 1.102
O -1.397 -0.507 -0.862
F -2.116 1.375 -0.084
H 2.573 -0.194 1.913
H -1.071 0.223 -1.401
H 2.048 -0.214 -1.390
*
```

## Properties
Kohn-Sham gap (alpha / beta): 5.88 / 8.28 eV
relative energy (zero: lowest compared OMol25 entry of this formula, charge and spin): 73.7 kcal/mol
E: -9964.3523 eV
HOMO (alpha / beta): -5.44 / -11.30 eV
<S²>: 2.0041

=====

(5)
The following is a DFT calculation (wB97M-V/def2-TZVPD) of C3H3FO2Sm as an isolated structure.

Structure (ORCA input):
```
! wB97M-V def2-TZVPD RIJCOSX def2/J DEFGRID3
* xyz 1 8
H 0.435 -1.736 0.016
F -1.468 1.670 0.126
O -0.781 -0.216 1.241
O 1.035 0.404 0.085
C -1.278 0.342 0.010
C -0.030 -0.114 -0.746
C 0.360 -0.693 0.648
H -2.211 -0.150 -0.287
H 0.219 -0.128 -1.804
Sm 3.718 0.622 0.711
*
```

## Properties
Kohn-Sham gap (alpha / beta): 6.41 / 10.07 eV
relative energy (zero: lowest compared OMol25 entry of this formula, charge and spin): 50.9 kcal/mol
E: -27863.0785 eV
HOMO (alpha / beta): -9.89 / -14.26 eV
<S²>: 15.7553

=====

(6)
The following is a DFT calculation (wB97M-V/def2-TZVPD) of C3H3FO2Tb as an isolated structure.

Structure (ORCA input):
```
! wB97M-V def2-TZVPD RIJCOSX def2/J DEFGRID3
* xyz 1 7
H -2.123 -1.289 -0.327
F -3.248 0.594 0.657
O -1.727 1.700 -0.701
O -0.505 0.163 -1.479
C -1.812 0.651 0.266
C -1.342 -0.537 -0.509
C -1.216 1.212 -1.839
H -1.297 0.919 1.191
H -0.712 -1.511 -0.834
Tb -0.523 2.917 -4.126
*
```

## Properties
Kohn-Sham gap (alpha / beta): 9.20 / 5.31 eV
E: -32390.9522 eV
HOMO (alpha / beta): -13.94 / -9.94 eV
<S²>: 12.6200